(1)
The following is a DFT calculation (wB97M-V/def2-TZVPD) of C15H20ClNO3S in the gas phase at a distorted geometry.

For the LUMO energy, the calculation gives 0.035 eV. The SMILES is CCCC[C@]1(CCCCl)OC(=O)O[C@@]1(S)c1ccccn1. The value obtained for the relative energy (zero: lowest compared OMol25 entry of this formula, charge and spin) is 57.0 kcal/mol. Its HOMO energy is -0.33523 Eh.

The geometry in XYZ format:
```
41
Properties=species:S:1:pos:R:3:forces:R:3
C 2.81108 3.50352 -0.81348 -0.3 -0.4 0.0
C 3.09675 1.95341 -0.56517 -1.4 1.2 0.3
C 1.73128 1.20656 -0.79986 0.4 0.0 -1.2
C 1.80855 -0.36908 -0.71503 -0.3 0.9 0.6
C 0.78559 -1.01643 0.32118 2.6 -0.8 0.3
C 0.57942 -0.22707 1.69972 -1.6 0.2 -0.3
C -0.91974 0.11910 2.03370 -0.2 0.5 1.7
C -0.93905 0.57072 3.56619 1.1 0.6 -0.9
Cl -2.57518 0.44425 4.32697 0.8 0.0 -0.3
O 1.61139 -2.14680 0.82020 -1.7 -1.9 0.6
C 0.73109 -3.17752 1.20457 0.0 1.7 -0.9
O 1.03793 -4.20974 1.67448 -0.1 0.2 0.3
O -0.60644 -2.77756 0.88319 1.2 0.2 0.3
C -0.37680 -1.89583 -0.22432 -1.0 -0.2 -1.4
S 0.25342 -3.10552 -1.53826 1.0 0.1 -0.8
C -1.58613 -1.25287 -0.96972 -1.6 1.4 0.3
C -1.70363 0.16654 -1.21835 0.0 0.5 -0.2
C -2.79526 0.81161 -1.95097 -0.5 -4.0 0.2
C -3.82539 -0.15140 -2.39156 2.5 0.7 1.4
C -3.58985 -1.54093 -2.03459 -1.4 0.5 -0.9
N -2.55738 -2.11316 -1.39160 0.1 2.1 0.0
H 2.75300 3.73831 -1.91384 0.4 -0.1 1.1
H 3.54891 4.14039 -0.26934 -0.4 -0.4 -0.8
H 1.79314 3.78045 -0.40908 1.0 -0.4 -0.2
H 3.37078 1.87794 0.52330 0.1 -0.3 -1.1
H 3.89100 1.58262 -1.25543 -0.5 0.2 0.8
H 1.41319 1.45774 -1.85614 0.2 -0.1 1.1
H 0.96543 1.68191 -0.13559 0.6 -0.6 -0.4
H 1.71160 -0.79629 -1.74109 -0.1 0.1 0.9
H 2.83625 -0.64627 -0.34696 -1.1 0.2 -0.2
H 1.17899 0.71413 1.75550 -0.3 -0.8 -0.3
H 0.94781 -0.87841 2.53949 -0.3 0.5 -1.1
H -1.62956 -0.73996 1.96949 0.8 0.5 -0.3
H -1.33552 0.98691 1.46411 0.4 -0.9 0.2
H -0.15183 0.01804 4.15119 -1.2 0.2 -0.4
H -0.62132 1.64814 3.59795 -0.5 -0.9 0.2
H -0.75426 -4.01446 -1.70940 0.0 1.0 0.6
H -0.89669 0.83052 -0.82229 -0.8 -0.7 -0.4
H -2.85306 1.89766 -2.16052 0.2 -0.9 0.3
H -4.73639 0.17663 -2.94860 1.0 -0.5 0.6
H -4.40309 -2.24781 -2.35004 0.9 0.6 0.3
```
Forces are in eV/Å.

These are the Mulliken partial charges, in e, on atoms 1 to 4: -1.135 -0.382 -0.691 -1.064

=====

(2)
The following is a DFT calculation (wB97M-V/def2-TZVPD) of C15H20N2O2 in the gas phase.

For the LUMO energy, the calculation gives 0.699 eV. The SMILES is CCOc1ccc(OCCCCn2ccnc2)cc1. The value obtained for the relative energy (zero: lowest compared OMol25 entry of this formula, charge and spin) is 49.2 kcal/mol. Its HOMO energy is -0.29098 Eh.

The geometry in XYZ format:
```
39
Properties=species:S:1:pos:R:3:forces:R:3
C 2.29122 -1.81427 -5.25610 -0.3 -0.3 0.2
C 1.23784 -2.90837 -5.10190 0.1 0.2 -0.3
O 1.24064 -3.49207 -3.81674 0.0 -0.1 0.2
C 0.69935 -2.81447 -2.76221 -0.1 0.1 0.1
C 0.85403 -3.42378 -1.51401 0.0 0.1 -0.2
C 0.33596 -2.84612 -0.38007 -0.1 0.2 0.0
C -0.35843 -1.63597 -0.44845 0.1 -0.1 -0.1
O -0.84514 -1.17102 0.74282 0.1 -0.3 0.0
C -1.46301 0.09307 0.79948 0.1 0.4 0.0
C -0.44888 1.24122 0.74759 -0.2 -0.1 -0.1
C -1.11020 2.61722 0.70133 0.0 -0.2 0.2
C -1.78643 3.01269 2.02126 -0.2 0.0 -0.6
N -0.83642 3.12415 3.09275 0.1 0.0 0.3
C 0.01205 4.17323 3.31418 0.2 0.2 0.0
C 0.77410 3.82336 4.39049 0.0 0.2 -0.2
N 0.41771 2.58821 4.82830 0.1 -0.4 0.4
C -0.53889 2.19702 4.03433 -0.1 -0.1 0.1
C -0.51616 -1.03100 -1.68568 -0.2 0.1 0.4
C 0.00794 -1.61452 -2.83158 0.2 -0.3 -0.3
H 2.28278 -1.43705 -6.27513 0.0 0.1 -0.1
H 3.27573 -2.21936 -5.03641 0.1 0.0 0.0
H 2.09945 -0.99152 -4.57170 0.0 0.1 0.0
H 1.46696 -3.73875 -5.77603 -0.1 0.1 0.1
H 0.24000 -2.52763 -5.35455 0.1 -0.1 0.0
H 1.38828 -4.35901 -1.46421 0.1 -0.1 0.0
H 0.45271 -3.31496 0.58378 0.0 -0.1 0.1
H -1.98811 0.08920 1.75854 0.0 0.0 -0.1
H -2.20954 0.20191 0.00090 0.0 0.0 0.1
H 0.20789 1.16949 1.61697 0.1 0.0 0.0
H 0.17304 1.11508 -0.14092 0.0 0.0 0.1
H -0.34924 3.36465 0.46662 -0.1 0.0 0.0
H -1.86074 2.64071 -0.09164 0.0 0.1 -0.1
H -2.28657 3.97834 1.89364 0.0 -0.2 0.1
H -2.53742 2.27031 2.30049 0.0 0.1 0.0
H -0.00724 5.05693 2.70972 0.0 0.2 -0.1
H 1.55037 4.37865 4.87711 0.1 0.2 0.0
H -1.05052 1.25799 4.11039 -0.2 -0.2 -0.1
H -1.04954 -0.09917 -1.79309 0.0 0.1 0.0
H -0.14418 -1.10734 -3.77154 0.0 0.0 -0.1
```
Forces are in eV/Å.

These are the Mulliken partial charges, in e, on atoms 1 to 4: -1.029 -0.412 -0.458 0.643

=====

(3)
The following is a DFT calculation (wB97M-V/def2-TZVPD) of C15H20N2O3 in the gas phase at a distorted geometry.

For the LUMO energy, the calculation gives 0.658 eV. The SMILES is COC(=O)NC(C)(C)c1cccc(C(C)(C)N=C=O)c1. The value obtained for the relative energy (zero: lowest compared OMol25 entry of this formula, charge and spin) is 60.1 kcal/mol. Its HOMO energy is -0.33589 Eh.

The geometry in XYZ format:
```
40
Properties=species:S:1:pos:R:3:forces:R:3
C 3.19030 -2.62190 0.15643 -2.1 0.2 0.5
O 2.30753 -1.39121 -0.03825 0.9 -0.9 -0.8
C 2.62994 -0.59231 -1.11231 -2.1 -0.2 -0.4
O 3.71186 -0.44827 -1.56712 2.4 -0.2 -0.2
N 1.56826 0.06571 -1.75417 -0.9 -1.4 2.7
C 0.14856 -0.25228 -1.57166 -0.4 -0.4 1.5
C -0.11191 -1.76336 -1.59102 0.9 -1.3 -0.9
C -0.66414 0.43772 -2.70414 -0.3 -2.3 -1.1
C -0.33001 0.14473 -0.15955 -0.9 0.8 0.5
C -1.54611 -0.31310 0.38214 -1.0 -1.4 -1.6
C -2.05023 0.17396 1.54994 2.1 1.0 0.0
C -1.30085 1.04797 2.29180 -0.2 1.1 0.7
C -0.10622 1.53784 1.83198 0.4 0.0 1.4
C 0.74928 2.54529 2.62550 0.7 -0.7 0.5
C 2.25549 2.07845 2.72224 -0.2 -0.7 1.6
C 0.14560 2.91798 4.00477 0.7 -2.5 0.2
N 0.78570 3.79551 1.90608 -2.6 2.8 -2.2
C -0.27995 4.34507 1.56481 -1.0 0.3 0.3
O -1.32822 4.88411 1.30155 3.6 -1.5 0.5
C 0.33558 1.06648 0.63431 2.1 0.6 -2.3
H 3.70215 -2.53588 1.12573 0.0 0.2 -0.6
H 2.48848 -3.50388 0.21764 0.4 1.1 0.0
H 3.83584 -2.83588 -0.67703 0.4 0.6 -0.2
H 1.81314 0.45719 -2.61575 0.6 0.6 -1.1
H 0.01330 -2.30698 -0.63374 -0.2 0.7 -0.5
H -1.07557 -1.96680 -2.02213 -0.6 -0.1 0.2
H 0.57621 -2.26318 -2.28797 0.1 0.2 0.0
H -0.88857 1.48273 -2.55657 0.7 0.5 -0.1
H -0.07637 0.13627 -3.69187 -1.6 1.1 1.7
H -1.72046 -0.01984 -2.73244 1.7 0.4 -0.1
H -2.22756 -1.06188 -0.09773 1.0 0.8 -0.1
H -3.00202 0.05422 1.89892 -2.4 -1.2 0.5
H -1.73156 1.47485 3.17535 -0.1 -0.1 0.5
H 2.86388 2.31140 1.87959 -0.1 0.1 -1.2
H 2.45017 0.99160 2.96412 -0.7 1.1 -0.2
H 2.77065 2.65405 3.50154 -0.4 0.0 0.2
H 0.72511 3.66438 4.52599 0.5 0.0 0.0
H 0.10856 1.94029 4.57289 -0.1 1.3 -0.1
H -0.84362 3.32206 3.92466 -0.7 0.0 -0.3
H 1.27491 1.51396 0.22252 -0.8 -0.5 0.4
```
Forces are in eV/Å.

These are the Mulliken partial charges, in e, on atoms 1 to 4: -0.768 -0.196 0.510 -0.621

=====

(4)
The following is a DFT calculation (wB97M-V/def2-TZVPD) of 4 unconnected molecules or ions with the total composition C15H20N3O5PS at a distorted geometry.

For the LUMO energy, the calculation gives -0.246 eV. The SMILES is O=C1OC[C@H](P(O)(O)=S)O1.c1cc[nH]c1.c1cc[nH]c1.c1cc[nH]c1. Its HOMO energy is -0.30041 Eh.

The geometry in XYZ format:
```
45
Properties=species:S:1:pos:R:3:forces:R:3
O -1.78281 0.44198 2.90812 -1.6 4.7 2.3
C -2.20088 1.50226 3.38538 0.3 -0.7 -0.2
O -1.53263 2.74930 3.62139 -1.5 -2.2 -1.9
C -2.55731 3.80924 3.50659 0.4 1.0 0.4
C -3.85213 2.98124 3.06538 1.0 0.4 0.7
P -5.56840 3.50304 3.66706 -2.2 0.3 1.0
O -6.43813 4.26179 2.37465 2.6 -2.3 1.2
O -6.43264 2.03508 3.96664 2.0 2.3 -2.3
S -5.46136 4.62553 5.23507 -0.1 -0.7 -0.9
O -3.56799 1.75783 3.81588 1.5 -0.6 -2.7
H -2.50164 4.28271 4.54056 -1.0 -0.5 -1.4
H -2.26353 4.60714 2.72693 -0.3 -1.5 1.1
H -3.77651 2.91292 1.92628 -0.3 -0.6 1.3
H -6.04495 3.85311 1.56927 -0.7 0.6 0.2
H -6.41676 1.59447 3.07663 -0.3 0.0 1.1
C 0.48712 -1.58932 2.96188 0.0 0.1 -0.1
C 0.88181 -2.86979 3.42327 0.3 -0.1 0.0
C 2.25444 -2.91471 3.38541 0.0 -0.1 0.0
N 2.70333 -1.71024 2.91382 0.1 -0.1 0.0
C 1.63148 -0.89397 2.65803 -0.1 0.1 0.0
H -0.52183 -1.21738 2.86413 0.3 -0.1 0.1
H 0.23337 -3.67007 3.74793 0.1 0.1 0.0
H 2.94813 -3.69786 3.65141 -0.1 0.1 0.0
H 3.66990 -1.46247 2.77717 -0.2 0.0 0.1
H 1.77660 0.10796 2.28161 -0.1 0.0 0.1
C 1.09940 -1.70690 -2.60994 0.2 0.1 -0.1
C -0.09498 -1.68753 -1.84815 -0.1 0.1 0.2
C 0.25585 -1.43822 -0.54341 0.0 0.0 0.0
N 1.61764 -1.31106 -0.48902 0.0 0.0 -0.3
C 2.13966 -1.46811 -1.74523 0.0 0.0 0.0
H 1.18826 -1.87583 -3.67325 0.0 -0.1 0.1
H -1.10014 -1.83862 -2.21359 0.1 0.0 0.1
H -0.34405 -1.34199 0.34829 0.1 0.0 -0.1
H 2.15314 -1.12919 0.34667 -0.3 -0.1 -0.1
H 3.20360 -1.39821 -1.91479 -0.1 0.0 0.0
C 3.80664 -1.40634 -7.61708 -0.2 0.0 -0.1
C 4.60660 -1.09404 -6.49018 0.0 0.1 0.2
C 3.76559 -0.63667 -5.50539 0.0 0.0 0.1
N 2.48815 -0.65686 -5.99770 0.1 -0.1 0.0
C 2.50354 -1.12990 -7.28270 0.0 0.0 -0.1
H 4.14625 -1.79186 -8.56705 0.0 0.0 0.1
H 5.67894 -1.19353 -6.40828 -0.1 0.0 0.0
H 3.96535 -0.29828 -4.49993 0.0 0.0 -0.1
H 1.66534 -0.36939 -5.49266 0.2 0.0 -0.1
H 1.58857 -1.22723 -7.84709 0.1 0.0 0.0
```
Forces are in eV/Å.

These are the Mulliken partial charges, in e, on atoms 1 to 4: -0.461 0.488 -0.311 -0.429